# 1
Density functional theory data (ωB97M-V/def2-TZVPD) for a 4-piece molecular cluster, C6H21NO3 overall in a non-equilibrium geometry.

Positions of all 31 atoms, in Å:
O 0.457 -3.200 0.447
O -0.560 2.620 -2.325
O 2.234 -2.147 2.094
N -0.419 0.503 -0.116
C 0.870 -0.289 -0.302
C -1.566 -0.434 -0.027
C -0.269 1.193 1.266
C 1.913 0.639 -0.850
C -1.939 -0.647 -1.484
C -1.196 2.432 1.368
H 1.603 -2.686 1.701
H 0.160 -3.951 -0.113
H 2.977 -2.759 2.290
H 0.785 -2.591 -0.405
H 1.704 1.210 -1.766
H 2.096 1.484 -0.185
H 0.671 -1.069 -1.137
H -0.669 0.407 1.880
H -1.469 0.081 -2.170
H 2.894 0.142 -1.045
H 0.715 1.318 1.687
H -0.982 3.112 0.578
H -1.422 -1.297 0.608
H -2.949 -0.366 -1.620
H -0.534 1.919 -1.800
H -1.820 -1.703 -1.871
H 0.026 3.238 -1.876
H -2.462 0.123 0.467
H -2.245 2.250 1.047
H -1.217 2.781 2.317
H 1.147 -0.702 0.674

Values from the calculation:
Kohn-Sham gap in eV: 9.42
Charge: 0
SMILES: CCN(CC)CC.O.O.O

# 2
Density functional theory data (ωB97M-V/def2-TZVPD) for a 4-piece molecular cluster, C6H21NO3 overall in a non-equilibrium geometry.

Positions of all 31 atoms, in Å:
O 2.359 1.812 0.482
O 2.016 -0.684 1.562
O 1.596 -2.293 -0.504
N -0.932 0.510 -0.285
C 0.379 0.348 -2.821
C -0.134 1.618 -2.226
C -1.228 -1.170 2.739
C -1.405 -1.350 1.214
C -1.358 1.620 -1.246
C -1.903 0.099 0.714
H 0.487 -0.388 -2.162
H -2.220 -0.713 3.151
H 1.560 -1.108 0.877
H 2.123 -3.084 -0.168
H -2.964 0.162 0.329
H -1.341 2.579 -0.702
H 2.781 -1.316 1.703
H -0.441 -1.420 0.623
H -2.283 -1.982 1.006
H -0.358 2.253 -2.992
H -2.322 1.280 -1.632
H 0.668 1.923 -1.535
H 2.216 -1.647 -0.742
H -1.772 0.778 1.603
H 2.210 1.030 0.854
H -0.158 0.882 0.072
H -0.308 -0.515 3.007
H 2.780 2.490 0.955
H 1.388 0.441 -3.324
H -1.168 -2.195 3.165
H -0.267 0.041 -3.718

Values from the calculation:
Kohn-Sham gap (spin up / spin down) in eV: 12.02 / 7.14
Spin multiplicity: 2
Charge: +1

| no. | M (g/mol) |
| --- | --- |
| 1 | 155.2 |
| 2 | 155.2 |